# 1
Density functional theory data (ωB97M-V with the def2-TZVPD basis set) for C53H42CoN5O as an isolated structure at a distorted geometry.

```
102
Properties=species:S:1:pos:R:3:forces:R:3:mulliken_charge:R:1
Co -0.055 0.045 -0.095 -0.035 -0.416 0.061 -1.0973
C -5.272 1.024 -5.598 -0.022 0.004 -0.021 -0.3798
C -4.719 2.083 -4.894 0.009 0.025 0.009 -0.8179
C -3.768 1.846 -3.911 0.009 -0.009 0.020 0.0863
C -3.359 0.548 -3.621 0.006 -0.002 -0.021 -1.0010
C -3.925 -0.509 -4.328 0.025 -0.021 0.013 0.3689
C -4.873 -0.274 -5.312 -0.015 -0.020 -0.016 -0.9184
C -2.343 0.300 -2.559 -0.188 0.153 -0.109 1.0917
C -2.792 0.160 -1.235 -0.039 -0.254 0.688 0.1406
C -4.134 -0.003 -0.851 -0.153 0.007 0.083 -1.7586
C -4.140 -0.358 0.483 -0.098 0.000 -0.118 -1.4060
C -2.800 -0.367 0.917 -0.059 0.090 -0.967 0.1229
N -1.979 -0.071 -0.145 -0.075 0.150 0.033 2.1896
C -2.388 -0.472 2.254 0.015 -0.077 0.372 1.2378
C -1.155 -0.044 2.646 0.632 0.270 0.040 -0.2665
C -0.770 0.250 4.007 0.132 0.089 0.171 -1.5968
C 0.414 0.897 3.974 -0.224 -0.066 0.227 -1.4886
C 0.860 0.928 2.602 -0.708 -0.432 0.004 -0.8942
C 2.089 1.329 2.183 0.183 0.303 0.036 2.0847
C 3.034 1.971 3.142 0.020 0.012 -0.035 -1.2206
C 3.651 1.229 4.145 -0.028 -0.030 -0.018 0.1908
C 4.541 1.827 5.024 0.023 -0.023 0.023 -0.9451
C 4.836 3.177 4.907 0.022 0.012 0.035 -0.4506
C 4.235 3.925 3.906 -0.004 0.027 -0.020 -0.8456
C 3.344 3.325 3.030 -0.042 -0.042 -0.027 0.1424
C 2.575 1.000 0.901 0.191 -0.231 -0.675 -0.2930
N 1.850 0.363 -0.085 0.133 0.381 -0.160 0.8737
C 2.744 -0.031 -1.058 0.052 0.458 1.049 0.6435
C 2.388 -0.600 -2.284 0.025 -0.250 -0.441 0.9353
C 3.435 -1.161 -3.176 0.001 -0.017 -0.056 -0.6842
C 3.370 -2.504 -3.542 -0.032 0.005 0.060 -0.0328
C 4.316 -3.059 -4.390 0.024 -0.028 -0.014 -0.8966
C 5.349 -2.278 -4.885 -0.001 -0.018 -0.003 -0.4079
C 5.425 -0.939 -4.530 0.020 0.028 -0.003 -0.8968
C 4.475 -0.386 -3.684 -0.032 0.108 -0.062 -0.1659
C 1.102 -0.515 -2.735 -0.875 0.109 -0.219 0.6012
C 0.718 -0.594 -4.127 -0.137 0.016 -0.178 -1.5007
C -0.557 -0.166 -4.229 0.173 -0.035 -0.205 -2.0167
C -1.044 0.083 -2.895 0.779 -0.275 0.041 -0.0327
N -0.001 -0.128 -2.009 -0.002 -0.042 0.033 1.2415
C 4.045 0.335 -0.663 0.158 -0.014 0.140 -1.2619
C 3.934 1.000 0.541 0.084 0.129 0.005 -1.6755
N -0.127 0.355 1.811 0.094 0.038 0.003 2.0861
C -3.403 -0.898 3.258 0.019 0.025 0.066 -1.3661
C -3.738 -2.243 3.380 0.012 0.014 -0.043 0.0931
C -4.690 -2.656 4.300 -0.004 -0.037 0.002 -0.8569
C -5.324 -1.726 5.110 -0.033 -0.017 0.020 -0.3964
C -5.005 -0.382 4.993 0.002 0.033 0.016 -0.8639
C -4.053 0.029 4.071 0.050 0.009 -0.028 0.1905
H -6.011 1.208 -6.366 -0.003 0.001 0.000 0.3850
H -5.026 3.098 -5.113 0.003 0.001 0.004 0.3897
H -3.333 2.670 -3.360 0.009 0.013 0.009 0.4933
H -3.615 -1.521 -4.097 0.002 -0.016 -0.004 0.4425
H -5.303 -1.105 -5.855 -0.002 -0.008 -0.003 0.3904
H -4.981 0.106 -1.507 -0.044 0.008 -0.025 0.6371
H -4.991 -0.552 1.112 -0.067 -0.015 0.028 0.6112
H -1.372 0.021 4.871 -0.007 0.004 0.035 0.6481
H 0.970 1.295 4.805 0.017 0.008 0.047 0.6651
H 3.430 0.172 4.227 -0.005 -0.020 0.010 0.4762
H 5.011 1.235 5.798 0.007 -0.016 0.016 0.4021
H 5.533 3.643 5.591 0.004 0.002 0.007 0.3796
H 4.462 4.978 3.806 -0.001 0.009 -0.006 0.4227
H 2.878 3.909 2.246 -0.011 0.015 -0.012 0.2729
H 2.568 -3.115 -3.144 -0.012 -0.008 -0.006 0.4312
H 4.248 -4.105 -4.660 -0.001 -0.017 -0.005 0.3927
H 6.090 -2.709 -5.546 0.005 -0.006 -0.005 0.3851
H 6.221 -0.319 -4.921 0.001 0.004 0.000 0.3874
H 4.524 0.667 -3.431 -0.005 -0.035 -0.014 0.5948
H 1.387 -0.873 -4.924 0.015 -0.017 -0.048 0.5694
H -1.146 -0.046 -5.123 -0.010 -0.014 -0.038 0.6054
H 4.948 0.133 -1.213 -0.013 -0.006 0.029 0.7279
H 4.729 1.415 1.136 0.050 0.018 0.029 0.6534
H -3.242 -2.966 2.745 0.011 -0.020 -0.004 0.4887
H -4.936 -3.706 4.386 -0.001 -0.011 -0.002 0.3952
H -6.067 -2.047 5.828 -0.005 -0.003 0.006 0.3891
H -5.500 0.350 5.618 -0.004 0.010 0.002 0.3870
H -3.808 1.079 3.971 0.005 0.012 -0.005 0.4621
C 2.374 -1.965 1.488 -0.132 -0.111 0.177 -0.4564
C 1.383 -2.715 0.684 -0.054 0.230 -0.034 0.4477
C 1.458 -4.114 0.371 -0.166 -0.358 -0.146 -1.4703
C 0.346 -4.402 -0.361 0.284 -0.198 0.097 -1.0836
C -0.385 -3.177 -0.494 0.253 0.125 0.202 0.2068
C -1.680 -3.037 -1.191 -0.019 0.032 0.054 -0.6964
N 0.275 -2.174 0.141 -0.226 0.386 -0.097 1.1437
H 2.855 -2.631 2.204 0.009 -0.066 0.008 0.5720
H 1.908 -1.131 2.013 0.084 -0.284 -0.029 -0.1084
H 3.153 -1.554 0.837 0.011 -0.084 0.063 0.1554
H 2.248 -4.776 0.686 0.013 -0.036 0.005 0.5636
H 0.037 -5.351 -0.766 0.003 -0.050 -0.017 0.5558
H -2.018 -4.004 -1.559 0.010 -0.013 0.002 0.5583
H -1.592 -2.351 -2.031 0.011 0.145 -0.124 -0.0495
H -2.437 -2.622 -0.523 -0.037 0.044 0.019 0.0177
C -1.096 3.296 1.528 -0.090 0.013 -0.025 -0.7270
C -0.237 3.301 0.297 -0.064 -0.273 0.038 1.0770
C 0.695 4.457 0.058 0.015 0.023 -0.058 -1.3756
O -0.246 2.366 -0.483 0.092 0.295 -0.030 -0.2868
H -1.468 4.293 1.760 -0.023 0.034 -0.028 0.6345
H -0.478 2.966 2.368 -0.025 0.095 0.016 0.0302
H -1.914 2.589 1.405 0.007 -0.002 0.025 -0.0366
H 0.509 5.298 0.721 0.001 0.024 0.022 0.3951
H 0.619 4.769 -0.983 0.001 0.005 0.010 0.3983
H 1.713 4.090 0.209 0.018 -0.008 -0.005 0.1638
```
Forces are in eV/Å.

## Properties
- Spin multiplicity: 5
- Molar mass: 823.9 g/mol
- HOMO-LUMO gap (alpha / beta): 4.677 / 5.072 eV
- Electronic energy: -3776.6593 a.u.
- Net charge: 0

---

# 2
Density functional theory data (ωB97M-V with the def2-TZVPD basis set) for a 4-piece molecular cluster, C9H24N3O10P overall at a distorted geometry.

```
47
Properties=species:S:1:pos:R:3:forces:R:3:mulliken_charge:R:1
C 3.224 -3.169 -4.106 0.329 -0.262 -0.559 -1.3208
C 2.808 -3.055 -2.662 0.576 -0.256 -0.011 -0.1672
O 2.868 -1.680 -2.220 -0.683 0.419 -0.213 -0.3146
P 1.513 -0.907 -1.924 -0.225 -0.335 -0.658 1.0975
O 1.653 0.519 -1.650 0.294 0.091 0.396 -0.8084
O 0.803 -1.767 -0.788 -0.146 0.100 -0.361 -0.2579
C 1.234 -1.790 0.569 -0.349 -0.221 1.173 -0.1985
C 2.130 -2.978 0.866 0.213 0.129 -0.673 -1.3326
O 0.598 -1.228 -3.193 0.600 -0.476 0.434 -0.2799
C -0.747 -0.722 -3.232 0.075 1.280 0.577 -0.1225
C -0.788 0.624 -3.969 -0.561 -0.860 -0.305 -1.1509
H 4.161 -2.635 -4.275 -0.128 0.197 0.046 0.3066
H 3.452 -4.205 -4.375 -0.153 -0.083 0.277 0.3985
H 2.481 -2.838 -4.831 -0.083 0.274 0.234 0.2818
H 1.831 -3.499 -2.476 -0.060 0.136 0.051 0.3376
H 3.549 -3.567 -2.045 -0.138 -0.080 0.048 0.3714
H 1.740 -0.872 0.882 0.026 0.090 -0.418 0.3356
H 0.319 -1.844 1.170 0.080 -0.030 -0.139 0.3918
H 3.043 -2.840 0.280 0.128 -0.179 0.279 0.2433
H 2.365 -3.036 1.926 0.059 0.115 0.020 0.4254
H 1.690 -3.927 0.558 -0.191 0.079 0.018 0.3112
H -1.359 -1.507 -3.663 -0.085 0.079 -0.144 0.3628
H -1.088 -0.512 -2.213 -0.026 -0.418 0.048 0.1450
H -0.726 0.434 -5.041 0.310 0.303 -0.032 0.3177
H -1.749 1.110 -3.791 -0.020 -0.064 0.050 0.3735
H -0.006 1.284 -3.608 0.170 -0.065 -0.072 0.3021
C -1.492 4.608 2.976 0.139 -0.325 -0.104 -0.7255
N -2.621 4.096 2.140 0.099 -0.516 0.717 0.9219
O -2.636 4.375 0.970 0.049 0.243 -0.346 -0.5246
O -3.440 3.391 2.703 -0.121 0.033 -0.091 -0.5509
H -1.473 4.086 3.926 -0.378 0.087 0.058 0.2631
H -1.667 5.672 3.098 0.280 0.055 -0.066 0.3039
H -0.575 4.344 2.454 0.014 0.494 -0.191 0.2911
C -0.406 1.402 0.635 1.124 0.062 0.365 -0.5823
N 0.320 1.688 1.924 -0.500 0.444 -0.858 0.9977
O 1.039 2.661 1.949 0.329 0.429 0.134 -0.6100
O 0.118 0.957 2.856 -0.002 -0.580 0.740 -0.5281
H 0.171 1.914 -0.124 -0.230 0.052 -0.185 0.4479
H -1.423 1.762 0.743 -0.105 -0.218 -0.017 0.3133
H -0.286 0.333 0.530 -0.616 -0.141 -0.235 -0.0732
C -2.591 0.758 4.351 -0.904 0.153 0.363 -0.4227
N -3.359 0.090 3.270 0.014 -0.126 -0.611 0.9691
O -4.561 0.003 3.357 -0.187 0.079 0.364 -0.5635
O -2.720 -0.306 2.313 0.179 -0.026 -0.002 -0.5212
H -3.265 0.869 5.197 0.081 -0.234 0.032 0.3018
H -2.402 1.762 3.981 0.469 -0.178 -0.054 -0.0287
H -1.730 0.142 4.565 0.254 0.250 -0.081 0.2722
```
Forces are in eV/Å.

## Properties
- SMILES: CCOP(=O)(OCC)OCC.C[N+](=O)[O-].C[N+](=O)[O-].C[N+](=O)[O-]
- Molar mass: 365.3 g/mol
- HOMO-LUMO gap: 10.801 eV
- Electronic energy: -1615.1650 a.u.
- Net charge: 0

---

# 3
Density functional theory data (ωB97M-V with the def2-TZVPD basis set) for one molecule with the formula C3H5NO2 at a distorted geometry.

```
11
Properties=species:S:1:pos:R:3:forces:R:3:mulliken_charge:R:1
O -1.593 -1.733 -0.900 0.442 1.287 0.807 -0.5196
C -0.929 -0.735 -0.732 -0.696 0.074 -0.024 0.1272
C -0.921 0.393 0.348 1.127 0.393 -0.051 -0.3451
N 0.615 0.894 0.317 -0.581 -0.722 -0.273 -0.2507
C 1.428 -0.198 0.266 -0.323 -0.181 -0.055 0.0608
O 0.962 -1.318 0.145 0.613 -0.230 0.164 -0.5298
H -0.388 -0.214 -1.527 0.373 -0.510 -0.896 0.2882
H -1.100 0.194 1.398 -0.239 -0.513 -0.047 0.2769
H -1.763 1.021 -0.052 1.466 0.433 0.395 0.2796
H 1.160 1.772 0.428 -1.740 -0.533 -0.085 0.2348
H 2.530 -0.075 0.308 -0.443 0.502 0.065 0.3778
```
Forces are in eV/Å.

## Properties
- SMILES: O=CCNC=O
- Molar mass: 87.1 g/mol
- HOMO-LUMO gap: 10.256 eV
- Electronic energy: -322.4915 a.u.
- Net charge: 0

---

# 4
Density functional theory data (ωB97M-V with the def2-TZVPD basis set) for a 2-piece molecular cluster, C4H10N2O2Si overall at a distorted geometry.

```
19
Properties=species:S:1:pos:R:3:forces:R:3:mulliken_charge:R:1
C 0.063 -2.686 -0.109 -0.216 1.412 -0.829 -0.1707
N -0.489 -1.533 -0.072 1.597 -1.748 0.485 -0.2328
Si -0.320 0.091 0.303 0.099 2.138 0.874 0.2775
N 0.340 0.900 1.552 -1.363 -1.317 -3.018 -0.2868
C 1.047 0.640 2.740 0.946 0.803 -0.434 -0.7982
O -1.268 0.910 -0.760 -0.976 0.191 0.166 -0.2700
C -2.218 1.983 -0.505 1.986 0.267 2.518 -0.6314
H -0.339 -3.439 0.640 0.825 0.205 -1.302 0.2681
H 0.934 -2.910 -0.926 -1.867 0.088 2.089 0.1344
H 1.294 1.588 3.194 0.128 0.292 0.488 0.2690
H 0.525 0.047 3.402 -1.742 -0.985 1.862 0.3140
H 1.957 0.072 2.701 1.025 -0.153 -0.814 0.2809
H -2.498 2.518 -1.360 0.594 0.742 -1.769 0.2851
H -1.766 2.681 0.281 -0.675 -0.830 -1.170 0.2784
H -3.191 1.690 -0.165 -0.310 -1.103 0.723 0.2916
C 1.474 -0.677 -2.693 0.883 0.368 -1.474 -0.1840
O 1.600 0.039 -1.742 0.427 -0.375 0.507 -0.3743
H 0.520 -0.740 -3.205 -0.705 -0.414 -0.042 0.2869
H 2.335 -1.172 -3.278 -0.658 0.421 1.138 0.2626
```
Forces are in eV/Å.

## Properties
- SMILES: C=N/[Si](=N\C)OC.C=O
- Molar mass: 146.2 g/mol
- HOMO-LUMO gap: 8.103 eV
- Electronic energy: -707.8108 a.u.
- Net charge: 0

---

# 5
Density functional theory data (ωB97M-V with the def2-TZVPD basis set) for one molecule with the formula C3H5IN2 at a distorted geometry.

```
11
Properties=species:S:1:pos:R:3:forces:R:3:mulliken_charge:R:1
C 0.278 2.828 0.100 -0.052 -0.068 0.573 -0.2857
N 0.102 1.867 -0.696 -0.726 1.505 -1.120 -0.4042
N 0.248 0.620 -0.509 -2.424 -6.367 1.162 -0.1309
C -0.642 -0.405 -0.376 2.519 5.440 -0.467 0.2260
C -0.210 -1.816 -0.451 0.186 -0.372 0.051 -0.8302
I -2.722 0.025 -0.120 0.508 -0.063 -0.132 0.0190
H 0.285 3.822 -0.315 -0.183 0.157 -0.100 0.2648
H 0.425 2.719 1.173 0.154 -0.203 0.033 0.2755
H 0.689 -1.970 0.144 0.005 0.008 0.012 0.2687
H -0.999 -2.472 -0.093 0.069 -0.027 0.017 0.3561
H 0.022 -2.083 -1.483 -0.057 -0.009 -0.030 0.2411
```
Forces are in eV/Å.

## Properties
- SMILES: C=N/N=C(/C)I
- Molar mass: 196.0 g/mol
- HOMO-LUMO gap: 9.090 eV
- Electronic energy: -524.4323 a.u.
- Net charge: 0

---

# 6
Density functional theory data (ωB97M-V with the def2-TZVPD basis set) for one molecule with the formula C14H17N3O3S at a distorted geometry.

```
38
Properties=species:S:1:pos:R:3:forces:R:3:mulliken_charge:R:1
C -4.713 1.438 -1.793 -0.107 0.011 -0.077 -0.7939
O -3.647 1.125 -0.934 0.174 0.016 0.172 -0.2899
C -3.294 -0.232 -0.958 -0.367 -0.312 -0.348 -0.0233
C -2.111 -0.412 -0.082 0.261 0.613 0.389 0.2278
N -1.507 -1.519 0.146 -1.277 -0.291 -0.972 -1.0744
N -0.451 -1.409 0.944 1.217 -0.106 0.911 0.0929
C -0.221 -0.201 1.337 -1.246 0.442 -0.636 0.3337
N 0.802 0.232 2.120 0.126 0.812 0.437 0.0076
C 1.968 -0.395 2.541 -0.164 -0.206 0.088 0.3634
O 2.805 0.281 3.085 0.262 0.061 0.101 -0.6447
C 2.095 -1.881 2.335 0.244 -0.151 0.001 -0.5129
C 3.074 -2.184 1.192 -0.282 0.269 -0.254 -0.9126
C 2.485 -1.824 -0.168 0.196 -0.617 -0.079 -0.5044
O 2.412 -0.413 -0.250 -0.057 0.230 0.013 -0.3781
C 1.551 0.170 -1.126 -0.045 0.227 -0.125 0.5668
C 0.783 -0.503 -2.070 0.214 -0.220 0.176 -0.4052
C -0.094 0.207 -2.874 -0.047 0.095 -0.037 -0.5380
C -0.212 1.579 -2.761 -0.115 0.052 -0.110 -0.5388
C 0.573 2.254 -1.839 0.083 -0.017 -0.017 -0.5859
C 1.447 1.560 -1.029 0.167 -0.141 0.016 -0.3800
S -1.403 0.965 0.724 0.380 -0.918 0.165 -0.1608
H -4.895 2.505 -1.681 -0.070 -0.024 -0.069 0.2457
H -4.460 1.216 -2.836 -0.016 0.018 0.024 0.3068
H -5.618 0.882 -1.522 0.018 0.035 -0.017 0.3088
H -4.123 -0.868 -0.603 0.118 0.108 -0.057 0.3696
H -3.039 -0.558 -1.980 -0.038 0.063 0.129 0.2597
H 0.815 1.232 2.293 0.144 -0.234 0.040 0.2371
H 2.507 -2.291 3.259 -0.059 0.120 0.019 0.3864
H 1.125 -2.327 2.127 0.139 -0.050 0.102 0.3528
H 3.995 -1.619 1.345 0.084 -0.095 0.001 0.3514
H 3.309 -3.249 1.196 0.034 0.001 -0.014 0.4264
H 1.487 -2.267 -0.256 0.131 0.072 -0.047 0.3436
H 3.125 -2.206 -0.975 -0.102 0.059 0.052 0.4311
H 0.856 -1.573 -2.187 0.010 -0.093 0.042 0.3496
H -0.688 -0.331 -3.599 -0.043 -0.042 -0.062 0.4831
H -0.904 2.121 -3.387 -0.059 0.046 -0.071 0.4287
H 0.497 3.327 -1.746 0.001 0.100 0.018 0.3821
H 2.063 2.067 -0.302 0.090 0.069 0.096 0.4878
```
Forces are in eV/Å.

## Properties
- SMILES: COCc1nnc(NC(=O)CCCOc2ccccc2)s1
- Molar mass: 307.4 g/mol
- HOMO-LUMO gap: 9.100 eV
- Electronic energy: -1331.8359 a.u.
- Net charge: 0